No. 1
{
  "formula": "C47H45AsN9OS2V",
  "method": "ωB97M-V/def2-TZVPD",
  "symbols": ["V", "C", "C", "C", "C", "N", "C", "N", "C", "N", "C", "N", "C", "C", "C", "C", "C", "N", "C", "C", "C", "C", "C", "C", "H", "H", "H", "H", "H", "H", "H", "H", "H", "H", "H", "H", "S", "C", "N", "N", "C", "C", "C", "C", "C", "C", "N", "N", "C", "C", "C", "C", "C", "C", "H", "H", "H", "H", "H", "H", "H", "H", "H", "H", "H", "C", "C", "As", "C", "C", "C", "C", "H", "H", "H", "H", "H", "H", "H", "H", "H", "H", "H", "H", "H", "H", "H", "C", "C", "O", "S", "C", "C", "C", "C", "C", "C", "C", "C", "H", "H", "H", "H", "H", "H", "H"],
  "positions_angstrom": [[-0.6344, 0.8227, -0.6109], [-2.4576, 0.7008, 3.2103], [-1.5370, 1.3553, 4.0638], [-0.4049, 1.8840, 3.5384], [-0.1360, 1.8120, 2.1239], [-1.0262, 1.1024, 1.3150], [-2.1511, 0.6041, 1.8840], [0.9398, 2.4114, 1.6891], [1.2080, 2.3055, 0.2844], [0.0343, 2.5941, -0.5212], [0.2382, 3.6062, -1.3433], [-0.6077, 4.1115, -2.2176], [-1.9104, 3.7092, -2.1779], [-2.7971, 4.3743, -3.0596], [-4.1442, 4.1264, -2.9957], [-4.6218, 3.2274, -2.0406], [-3.6996, 2.5842, -1.2422], [-2.3786, 2.7737, -1.3156], [1.6181, 4.1005, -1.1655], [2.3074, 5.1271, -1.7881], [3.6251, 5.3491, -1.4143], [4.2369, 4.5514, -0.4504], [3.5458, 3.5126, 0.1637], [2.2307, 3.3027, -0.1980], [-3.3834, 0.2905, 3.5887], [-1.7461, 1.4353, 5.1245], [0.3345, 2.3926, 4.1401], [-2.8427, 0.1090, 1.2135], [-2.3718, 5.0741, -3.7654], [-4.8241, 4.6261, -3.6757], [-5.6772, 3.0160, -1.9391], [-4.0358, 1.8641, -0.5056], [1.8167, 5.7294, -2.5426], [4.1843, 6.1581, -1.8685], [5.2669, 4.7448, -0.1760], [4.0280, 2.8881, 0.9051], [-2.6431, -0.2644, -1.3369], [-2.2420, -1.8675, -0.8138], [-3.1062, -2.8220, -1.0011], [-2.8498, -4.0261, -0.3901], [-2.7059, -4.2263, 0.9760], [-2.3962, -3.2047, 1.8815], [-2.2937, -3.4759, 3.2347], [-2.4786, -4.7620, 3.7218], [-2.7943, -5.7785, 2.8306], [-2.9106, -5.5184, 1.4785], [-1.0096, -2.0852, -0.2854], [-0.2156, -1.0884, -0.3020], [1.1620, -1.5002, 0.0562], [1.9050, -1.8140, -1.2151], [2.6911, -2.8767, -1.3576], [2.9024, -3.8119, -0.2609], [2.2804, -3.6510, 0.9036], [1.2639, -2.5825, 1.1621], [-3.3287, -4.7645, -0.8747], [-2.2468, -2.1962, 1.5304], [-2.0668, -2.6670, 3.9185], [-2.3666, -4.9742, 4.7770], [-2.9649, -6.7835, 3.1969], [-3.1739, -6.3135, 0.7888], [1.8032, -1.0592, -1.9839], [3.2189, -3.0472, -2.2887], [3.5960, -4.6306, -0.4105], [2.4591, -4.3437, 1.7183], [0.2952, -3.0817, 1.2556], [-0.4357, -2.1435, -3.8981], [0.3176, -0.8724, -4.2814], [-0.3328, 0.7451, -3.3330], [0.7489, 2.0209, -4.3944], [2.2054, 2.0512, -3.9301], [-2.0448, 0.9173, -4.3171], [-1.9845, 1.0229, -5.8374], [-0.0267, -3.0122, -4.4191], [-1.4946, -2.0615, -4.1510], [-0.3633, -2.3347, -2.8277], [0.2224, -0.6802, -5.3510], [1.3823, -0.9870, -4.0688], [0.2931, 3.0035, -4.2651], [0.6950, 1.7466, -5.4501], [2.2667, 2.2062, -2.8530], [2.7527, 2.8609, -4.4167], [2.7107, 1.1109, -4.1628], [-2.5530, 1.7929, -3.9109], [-2.6448, 0.0578, -4.0286], [-1.4533, 1.9205, -6.1575], [-2.9997, 1.0739, -6.2367], [-1.4988, 0.1536, -6.2841], [1.3408, -1.3464, 6.7590], [2.6868, -1.9083, 7.1297], [3.0309, -2.1631, 8.2564], [3.8393, -2.2230, 5.8052], [3.0335, -1.5492, 4.3550], [3.3133, -0.1778, 4.0277], [2.9474, 0.3149, 2.8022], [2.1787, -0.4679, 1.9356], [1.5471, -1.7515, 2.4322], [2.2989, -2.3605, 3.5691], [1.7356, -0.2200, 0.6427], [1.3290, 0.8599, -0.1057], [0.7112, -1.3231, 7.6468], [0.8766, -1.9491, 5.9811], [1.4522, -0.3325, 6.3714], [3.9035, 0.4170, 4.7109], [3.2772, 1.2946, 2.4830], [0.5508, -1.4567, 2.8244], [2.1736, -3.4100, 3.8071]],
  "s_squared": 0.8771,
  "homo_ha": [-0.143, -0.139],
  "max_force_ha_per_bohr": 0.0459,
  "charge": -1,
  "energy_ev": -173122.9381,
  "relative_energy_ev": 0.789,
  "homo_lumo_gap_ev": [5.32, 4.94],
  "spin_multiplicity": 2
}

=====

No. 2
{
  "formula": "C47H45CaGeIN10O2Se",
  "method": "ωB97M-V/def2-TZVPD",
  "symbols": ["Ca", "C", "C", "N", "C", "C", "C", "O", "C", "C", "N", "C", "C", "C", "C", "C", "C", "I", "C", "O", "H", "H", "H", "H", "H", "H", "H", "H", "H", "H", "H", "H", "C", "C", "C", "C", "N", "C", "N", "C", "N", "C", "N", "C", "C", "C", "C", "C", "N", "C", "C", "C", "C", "C", "C", "H", "H", "H", "H", "H", "H", "H", "H", "H", "H", "H", "H", "N", "C", "C", "C", "C", "C", "C", "C", "N", "C", "C", "N", "C", "H", "H", "H", "H", "H", "H", "H", "C", "Ge", "C", "C", "C", "Se", "C", "H", "H", "H", "H", "H", "H", "H", "H", "H", "H", "H", "H", "H", "H"],
  "positions_angstrom": [[-0.8084, -1.0906, 0.0069], [2.2899, 0.5209, -3.3175], [2.0151, -0.9318, -3.5486], [2.6627, -1.5544, -4.4949], [2.4018, -2.8649, -4.7116], [1.4884, -3.5846, -3.9924], [1.3091, -5.0407, -4.3360], [0.0182, -5.3469, -4.8608], [0.7713, -2.9395, -2.9414], [-0.1485, -3.7573, -2.1765], [-0.6756, -3.5724, -1.0058], [-1.2910, -4.7412, -0.4672], [-0.7654, -6.0135, -0.7281], [-1.3376, -7.1672, -0.2262], [-2.4580, -7.0911, 0.5879], [-2.9629, -5.8445, 0.9141], [-2.3797, -4.6889, 0.4097], [-3.1650, -2.8828, 1.1096], [1.0223, -1.5686, -2.7075], [0.4131, -0.8559, -1.8390], [3.0013, 0.8778, -4.0581], [2.6947, 0.6806, -2.3144], [1.3644, 1.0992, -3.3666], [2.9760, -3.3403, -5.4986], [1.4224, -5.6767, -3.4559], [2.0881, -5.3325, -5.0457], [-0.1551, -4.7359, -5.5849], [-0.3841, -4.6899, -2.6866], [0.1364, -6.1058, -1.3185], [-0.8925, -8.1247, -0.4618], [-2.9181, -7.9843, 0.9876], [-3.8136, -5.7612, 1.5763], [-3.9538, -0.4105, -3.1545], [-4.9766, 0.4090, -2.6785], [-4.8747, 0.9321, -1.4125], [-3.7603, 0.6338, -0.6122], [-2.7867, -0.1616, -1.0740], [-2.8915, -0.6547, -2.3151], [-3.7543, 1.2373, 0.6288], [-2.9087, 1.0647, 1.5915], [-1.8306, 0.2215, 1.7299], [-1.2997, 0.4198, 2.9785], [-0.2910, -0.1111, 3.5923], [0.5327, -1.1191, 3.1534], [1.6893, -1.3214, 3.9289], [2.5656, -2.3294, 3.6179], [2.2788, -3.1608, 2.5323], [1.1341, -2.8966, 1.8157], [0.2835, -1.8966, 2.0886], [-2.0698, 1.4736, 3.6872], [-1.9123, 2.0430, 4.9354], [-2.8169, 3.0346, 5.3002], [-3.8425, 3.4246, 4.4385], [-3.9889, 2.8414, 3.1845], [-3.0760, 1.8680, 2.8301], [-3.9772, -0.8379, -4.1463], [-5.8361, 0.6354, -3.2963], [-5.6337, 1.5808, -0.9966], [-2.0585, -1.2672, -2.6475], [1.8468, -0.6636, 4.7717], [3.4560, -2.4840, 4.2144], [2.9176, -3.9892, 2.2595], [0.8744, -3.5081, 0.9570], [-1.1157, 1.7230, 5.5936], [-2.7298, 3.5098, 6.2690], [-4.5352, 4.1940, 4.7553], [-4.7817, 3.1312, 2.5092], [9.9161, -0.5350, 0.8666], [8.7911, -0.3047, 0.8967], [7.3830, -0.0175, 0.9374], [6.9438, 1.3027, 0.9895], [5.5900, 1.5794, 1.0238], [4.6735, 0.5354, 1.0232], [5.1064, -0.7849, 0.9823], [6.4599, -1.0600, 0.9282], [3.2889, 0.8125, 1.0631], [2.6566, 1.8276, 1.7584], [1.3311, 1.6845, 1.4983], [1.1296, 0.6185, 0.6550], [2.3133, 0.1208, 0.4159], [7.6654, 2.1078, 0.9887], [5.2422, 2.6034, 1.0325], [4.3843, -1.5898, 1.0162], [6.8078, -2.0832, 0.8943], [3.1974, 2.5144, 2.3843], [0.5091, 2.2774, 1.8634], [2.5277, -0.7069, -0.2430], [-1.2996, 4.8216, 1.1606], [-2.3913, 5.1754, -0.4234], [-4.2548, 4.7019, -0.0785], [-2.2813, 7.0787, -0.8816], [-1.7727, 4.1320, -1.9747], [-0.7359, 2.5250, -1.5774], [0.9490, 3.4399, -1.2745], [-1.7650, 5.2761, 2.0365], [-0.2956, 5.2345, 1.0508], [-1.2249, 3.7477, 1.3325], [-4.6454, 5.2876, 0.7546], [-4.3362, 3.6416, 0.1625], [-4.8664, 4.9103, -0.9583], [-2.6656, 7.6915, -0.0653], [-2.8681, 7.2945, -1.7752], [-1.2484, 7.3721, -1.0723], [-1.1726, 4.7395, -2.6532], [-2.6447, 3.7903, -2.5349], [1.1648, 4.0820, -2.1270], [1.7172, 2.6744, -1.1969], [0.9242, 4.0251, -0.3568]],
  "homo_ha": -0.280,
  "max_force_ha_per_bohr": 0.0104,
  "energy_ev": -216872.2926,
  "relative_energy_ev": 0.000,
  "homo_lumo_gap_ev": 7.16,
  "spin_multiplicity": 1
}